1.
This record from the OMol25 dataset describes 2 unconnected molecules or ions with the total composition BrH2O2P at a distorted geometry. The level of theory is wB97M-V/def2-TZVPD.

```
6
Properties=species:S:1:pos:R:3:forces:R:3
H -0.36898 1.05103 -0.86713 0.6 0.7 0.3
Br -1.65649 -3.25327 1.17428 0.2 -0.1 -0.4
O 2.16128 1.45406 -0.08782 1.2 -0.5 0.2
O -0.25150 1.94842 -0.48574 0.5 0.5 1.1
H -1.02980 -3.59701 -0.07197 -0.2 0.1 0.4
P 1.14550 2.39675 0.33838 -2.4 -0.7 -1.5
```
Positions in Å, forces in eV/Å.

Values from the calculation:
Multiplicity: 1
Highest occupied orbital energy, eV: -11.02
Charge: 0
Energy above the lowest of the compared OMol25 structures with the same formula, charge and spin, kcal/mol: 20.56
E_tot, hartree: -3067.08027


2.
This record from the OMol25 dataset describes 6 unconnected molecules or ions with the total composition C10H30FO5 at a distorted geometry. The level of theory is wB97M-V/def2-TZVPD.

```
46
Properties=species:S:1:pos:R:3:forces:R:3
H 0.24446 -3.68544 -1.22234 -0.2 -0.1 0.1
H -4.10995 3.19706 1.49517 -0.1 0.2 0.2
H 1.35892 0.40189 0.14034 -1.0 -0.4 -0.7
C -3.10797 3.59431 1.33289 0.1 -1.2 0.1
C 1.10418 -3.72521 -3.18591 0.6 -1.0 0.3
H 0.81844 1.36953 -5.14408 -0.1 -0.3 0.1
H 1.58487 -0.17257 -3.29626 -0.2 -0.7 0.5
H -0.93749 -2.82968 4.54485 0.2 0.0 0.0
O -1.06077 -2.97939 -2.70147 -1.4 1.2 0.1
C 1.29768 1.75666 -4.24487 -0.6 0.1 -0.4
C 1.18337 0.81004 -3.04849 -0.7 1.8 -1.6
H 1.83540 1.20486 -2.26934 0.5 -0.1 1.1
H -1.06259 -0.43145 3.59765 0.5 0.2 0.1
C -2.10719 2.41216 1.50261 0.0 0.5 -0.2
C -1.23067 -1.32956 3.00331 -1.6 -0.3 0.5
O -0.15207 -1.76523 2.25987 0.8 0.0 -0.2
H -2.50780 -2.05688 4.54845 -0.1 0.1 0.1
H -2.07350 -1.08207 2.35796 -0.1 0.2 -0.3
H 0.58053 -2.10524 -1.86800 -0.5 0.2 0.1
C 2.42780 0.85460 1.57121 1.4 1.3 0.4
O -0.10042 0.78666 -2.48776 1.3 1.1 -2.4
H -0.05044 0.27766 -1.67535 -0.8 -2.0 3.4
H 2.13270 -3.91953 -2.88176 0.1 0.4 0.4
H -1.14028 2.74430 1.12467 0.4 0.2 0.4
H 0.81270 2.71854 -4.07852 0.0 0.0 0.4
C 2.66299 2.27289 2.09292 -0.8 -0.4 0.7
C 0.20033 -3.09125 -2.13507 1.4 -0.5 -0.9
H 2.32116 1.97790 -4.54762 0.1 -0.3 0.4
F -0.32349 -0.35353 -0.09117 0.6 0.7 -1.1
C -1.71856 -2.43196 3.89690 -0.4 -0.4 0.8
H -0.25203 -1.31037 1.42040 0.4 0.1 -0.9
H 1.75057 2.84317 1.91864 0.1 0.3 -0.1
H -2.04324 2.06183 2.53281 0.2 0.8 0.5
H -2.16361 -3.26700 3.35585 0.2 0.0 -0.3
O 2.10131 1.00838 0.19172 0.1 -0.6 0.2
H 2.82131 2.26806 3.17135 0.1 0.0 0.1
H 3.52756 2.74302 1.62429 -0.2 -0.1 -0.2
H -1.46408 -3.79601 -3.00491 0.5 -0.3 0.2
H 0.72689 -4.73801 -3.32732 -0.2 -0.1 -0.4
H 1.15984 -3.24197 -4.16135 -0.4 0.3 0.1
H 3.37641 0.34189 1.73047 0.2 -0.4 -0.5
H -2.89294 4.38093 2.05616 0.0 -0.1 0.1
O -2.45308 1.24814 0.80108 -1.2 0.2 -0.8
H 1.69821 0.25775 2.11853 -0.4 0.3 -0.1
H -3.11855 4.04407 0.34006 0.3 -0.2 -0.1
H -1.65691 0.73606 0.64141 0.4 -0.4 -0.3
```
Positions in Å, forces in eV/Å.

Values from the calculation:
Multiplicity: 2
Highest occupied orbital energy (spin up / spin down), eV: -9.12 / -9.11
Charge: 0
Expectation value of S²: 0.754
E_tot, hartree: -874.87693


3.
This record from the OMol25 dataset describes C10H10O2S in the gas phase at a distorted geometry. The level of theory is wB97M-V/def2-TZVPD.

```
23
Properties=species:S:1:pos:R:3:forces:R:3
H -0.29376 -1.84503 -1.32614 -0.3 -1.4 0.0
C -2.16709 1.20886 -0.89992 -0.2 0.0 0.7
C 0.16386 -1.58871 1.56784 -1.4 -2.9 -0.3
C -2.30962 -1.25312 -0.88587 -1.4 -1.2 -0.8
C -0.11578 -0.05412 -0.38483 0.3 -1.4 2.9
H 3.48412 0.40154 -0.37004 -0.6 -0.9 -0.8
C -0.91544 -1.43700 -0.53538 2.2 2.7 0.9
C -2.87711 -0.07582 -1.10023 1.6 1.2 0.8
C 0.71013 -0.51133 1.13087 -0.3 3.2 -3.0
H 2.75696 -1.34801 -0.40299 0.1 0.9 -0.1
O -0.80531 -2.13798 0.72927 -0.2 -0.2 0.5
H -2.64334 2.20253 -0.81829 -0.3 -0.9 -0.7
H 2.05835 1.13740 1.29957 -0.1 0.7 -0.1
S 1.25968 0.05642 -1.58011 1.2 1.9 2.1
H 0.39319 -2.24707 2.44163 -0.1 0.8 -1.0
C 2.57612 -0.25393 -0.29633 0.8 1.1 1.1
H 2.81486 -0.33077 1.89486 -1.3 0.2 -1.0
C -0.89407 1.21922 -0.53371 0.8 0.4 0.9
H -0.43482 2.21885 -0.36327 0.0 -1.0 0.1
H -3.88159 0.02468 -1.29879 -2.1 -0.2 -0.7
C 2.06386 0.07653 1.12819 0.9 -0.9 0.7
O 1.26681 -1.21146 -2.24718 0.0 -3.0 -2.6
H -2.87518 -2.19253 -1.07271 0.3 0.8 0.3
```
Positions in Å, forces in eV/Å.

Values from the calculation:
Multiplicity: 1
Highest occupied orbital energy, eV: -8.78
Charge: 0
Energy above the lowest of the compared OMol25 structures with the same formula, charge and spin, kcal/mol: 105.11
E_tot, hartree: -935.56906